This record from the Open Molecules 2025 dataset describes 9 unconnected molecules or ions with the total composition C5H28NO10 at a distorted geometry. The level of theory is ωB97M-V/def2-TZVPD.

Bonds (Å) are listed after each position.
Positions of all 44 atoms, in Å:
1 C -0.6502 -0.5621 2.4728  N2 1.479, H9 1.091, H10 1.079, H11 1.087
2 N 0.2125 -0.1094 1.3600  C1 1.479, C3 1.443, H12 1.041
3 C 1.3466 -0.9604 1.0914  N2 1.443, C4 1.565, C7 1.558, H13 1.112
4 C 2.2031 -0.4287 -0.1053  C3 1.565, C5 1.521, O6 1.405, H14 1.132
5 C 1.7073 -0.9076 -1.4605  C4 1.521, H15 1.094, H16 1.093, H17 1.075
6 O 2.2969 0.9727 -0.0991  C4 1.405, H18 1.002
7 C 0.9572 -2.4559 0.8943  C3 1.558, O8 1.409, H19 1.089, H20 1.115
8 O -0.2236 -2.6758 0.1585  C7 1.409, H30 1.009
9 H -0.0535 -0.6687 3.3793  C1 1.091
10 H -1.4145 0.1789 2.6500  C1 1.079
11 H -1.1076 -1.5270 2.2694  C1 1.087
12 H -0.3661 0.0356 0.5073  N2 1.041
13 H 1.9932 -0.8950 1.9935  C3 1.112
14 H 3.2791 -0.7270 0.0826  C4 1.132
15 H 0.6151 -0.8905 -1.5147  C5 1.094
16 H 2.0854 -0.2626 -2.2576  C5 1.093
17 H 2.0235 -1.9027 -1.7182  C5 1.075
18 H 1.6346 1.4379 -0.6897  O6 1.002
19 H 0.7588 -2.9251 1.8569  C7 1.089
20 H 1.7433 -3.0053 0.3256  C7 1.115
21 H -1.3950 2.4307 0.2297  O23 0.971
22 H -1.7515 1.1397 -0.6528  O23 0.965
23 O -1.8001 2.1014 -0.5894  H21 0.971, H22 0.965
24 H -1.3225 -1.8986 -1.8711  O26 1.001
25 H -0.5746 -3.2074 -1.9716  O26 0.947
26 O -1.0717 -2.6178 -2.5209  H24 1.001, H25 0.947
27 H -0.1967 2.3488 -1.3460  O29 0.971
28 H 0.3237 1.4564 -2.4931  O29 0.992
29 O 0.6126 2.1490 -1.8441  H27 0.971, H28 0.992
30 H -0.7518 -1.8478 -0.0721  O8 1.009
31 H -2.5612 -0.9381 -0.9240  O32 0.947
32 O -1.6825 -0.6183 -0.7726  H31 0.947
33 H -1.2371 -0.0354 -2.3038  O35 1.000
34 H -0.6612 -0.6709 -3.5769  O35 0.973
35 O -0.8835 0.2018 -3.2087  H33 1.000, H34 0.973
36 H 0.4122 3.2337 1.7111  O38 0.976
37 H 0.0504 4.1927 0.5876  O38 0.947
38 O -0.3268 3.7479 1.3338  H36 0.976, H37 0.947
39 H -3.2873 1.2289 0.9472  O41 0.958
40 H -2.6114 -0.1304 0.6283  O41 0.991
41 O -3.2259 0.3250 1.2586  H39 0.958, H40 0.991
42 H 1.1285 1.5682 2.5640  O44 0.973
43 H 2.0496 1.8435 1.4328  O44 0.987
44 O 1.7227 2.2756 2.2574  H42 0.973, H43 0.987

Calculated values
Multiplicity ... 2
Charge ... 0
Calculated total energy ... -27602.3016 eV
ΔE to the lowest compared entry with this formula, charge and spin ... 0.000 eV
<S²> ... 0.75
E_HOMO (spin up / spin down) ... -10.927 / -10.923 eV
Lowest unoccupied orbital energy (spin up / spin down) ... 0.0 / -5.0 eV